{"formula": "C15H21NO2Si", "method": "ωB97M-V/def2-TZVPD", "elements": ["Si", "O", "O", "N", "C", "C", "C", "C", "C", "C", "C", "C", "C", "C", "C", "C", "C", "C", "C", "H", "H", "H", "H", "H", "H", "H", "H", "H", "H", "H", "H", "H", "H", "H", "H", "H", "H", "H", "H", "H"], "positions_angstrom": [[-0.2656, -1.2187, -0.0601], [-4.2223, -2.1344, 3.3879], [-2.2111, 1.5440, 0.8913], [3.4354, -0.2505, -4.6519], [3.2365, 0.5995, -3.5971], [-2.8321, -0.1669, 4.0573], [-1.5131, -0.8059, 1.3321], [1.5697, -0.9534, 0.3955], [2.9774, 0.3357, -5.8015], [-0.1659, 2.2200, 3.9565], [-2.2455, 0.8802, 3.3051], [-2.0035, 0.6578, 1.7344], [2.6529, 1.7445, -4.0799], [2.4883, 1.5770, -5.4776], [-1.7889, 2.2502, 4.0140], [-3.1863, -1.4775, 3.2150], [-0.6666, -3.0371, -0.6090], [-2.1070, -1.8523, 2.0871], [-0.6553, -0.0785, -1.5454], [-2.2302, 3.1568, 3.5011], [0.1486, 2.4738, 2.8982], [-0.8001, 1.0043, -1.2461], [3.5281, 0.3172, -2.5971], [-0.4688, -3.1216, -1.7225], [0.2044, -0.1265, -2.2868], [-0.1451, -3.8176, 0.0253], [1.8689, -1.2927, 1.4344], [0.3112, 2.8591, 4.7594], [2.1831, -1.5980, -0.3351], [-1.7991, -3.1416, -0.4458], [-1.8681, -2.9462, 1.9449], [2.0589, 2.2858, -6.1694], [3.0401, -0.1790, -6.7477], [-2.1380, 2.1645, 5.0940], [3.8524, -1.1640, -4.5917], [2.3742, 2.6065, -3.4927], [1.8756, 0.1230, 0.1653], [0.1105, 1.1209, 4.1426], [-1.5891, -0.4998, -2.0495], [-3.0141, -0.0589, 5.1653]], "nbo_charge": [1.608, -0.508, -0.516, -0.507, -0.083, -0.294, -0.498, -1.122, -0.077, -0.620, -0.025, 0.535, -0.304, -0.304, -0.429, 0.527, -1.108, -0.228, -1.119, 0.236, 0.219, 0.262, 0.209, 0.249, 0.243, 0.240, 0.246, 0.225, 0.242, 0.243, 0.238, 0.223, 0.210, 0.214, 0.411, 0.223, 0.248, 0.210, 0.241, 0.241], "homo_lumo_gap_ev": 7.6, "homo_ev": -8.39, "smiles": "CCC1=CC(=O)C=C([Si](C)(C)C)C1=O.c1cc[nH]c1"}

{"formula": "H2NO4P", "method": "ωB97M-V/def2-TZVPD", "elements": ["P", "O", "O", "O", "O", "N", "H", "H"], "positions_angstrom": [[-0.1356, -0.3828, -0.0451], [2.2194, 0.2337, -0.3401], [-0.3257, 0.2782, -1.4408], [-1.0494, -1.5486, 0.0915], [-0.2373, 0.9339, 1.0167], [1.4556, -0.1852, 0.4689], [-0.7523, 0.8704, 1.8914], [-1.1747, -0.1996, -1.6425]], "nbo_charge": [2.309, -0.229, -0.950, -1.037, -0.987, -0.158, 0.531, 0.521], "homo_lumo_gap_ev": [8.8, 8.8], "homo_ev": [-9.68, -9.68], "smiles": "O=NP(=O)(O)O"}

{"formula": "C4H11INO", "method": "ωB97M-V/def2-TZVPD", "elements": ["I", "O", "N", "C", "C", "C", "C", "H", "H", "H", "H", "H", "H", "H", "H", "H", "H", "H"], "positions_angstrom": [[-4.1599, -0.0679, -0.0726], [-1.0558, 1.0475, 1.1855], [0.2802, -0.3338, -0.1661], [1.3167, -0.7918, 0.7507], [-1.0825, -0.1497, 0.5282], [-2.1215, -0.3532, -0.6736], [0.8593, 0.8733, -0.9084], [1.7257, -0.1366, 1.4826], [0.3357, 1.0140, -1.8371], [0.1883, -1.0270, -0.9912], [-1.9551, 0.4591, -1.5295], [1.9309, 0.8152, -1.1618], [2.1927, -0.9356, 0.1584], [-2.1514, -1.3387, -0.9487], [1.1329, -1.7145, 1.3028], [-1.0875, -0.8906, 1.3105], [0.8506, 1.8106, -0.4456], [-1.7068, 1.0465, 1.9172]], "nbo_charge": [0.176, -0.704, -0.372, -0.447, 0.264, -0.607, -0.441, 0.257, 0.232, 0.457, 0.261, 0.249, 0.232, 0.224, 0.243, 0.197, 0.259, 0.520], "homo_lumo_gap_ev": 9.7, "homo_ev": -13.07, "charge": 1, "smiles": "C[NH+](C)[C@@H](O)CI"}

{"formula": "C6H13N2O", "method": "ωB97M-V/def2-TZVPD", "elements": ["O", "N", "N", "C", "C", "C", "C", "C", "C", "H", "H", "H", "H", "H", "H", "H", "H", "H", "H", "H", "H", "H"], "positions_angstrom": [[0.9559, -0.8499, 0.4386], [2.1918, 1.5968, 0.8820], [3.0003, 0.0237, -0.7313], [-2.5109, 1.5925, -0.2576], [-0.1247, -1.3667, 0.1583], [-1.2424, -0.4883, -0.2277], [-1.3151, 0.7923, 0.1260], [-0.3065, -2.8245, 0.3400], [2.0102, 0.8094, -0.1893], [3.0810, 1.4062, 1.3711], [2.9576, -0.3160, -1.6897], [3.3823, -0.7595, -0.2364], [-1.0788, -2.9130, 1.0763], [1.7155, 2.4743, 1.0845], [-2.9337, 1.4601, -1.2042], [-2.0313, -0.9407, -0.6504], [-2.1860, 2.5610, -0.0448], [-0.6636, -3.1894, -0.5466], [0.6902, -3.3518, 0.3627], [-3.2600, 1.4274, 0.5472], [-0.3910, 0.9890, 0.6917], [1.3094, 1.1119, -0.8181]], "lowdin_spin": [0.237, -0.003, 0.010, 0.111, 0.205, 0.609, 0.660, 0.023, 0.006, 0.000, 0.000, 0.001, 0.008, 0.000, 0.011, 0.031, 0.004, 0.003, 0.001, 0.049, 0.028, 0.005], "homo_lumo_gap_ev": [7.1, 7.0], "s_squared": 2.0084, "multiplicity": 3, "homo_ev": [-10.03, -13.82], "charge": 1}

{"formula": "H14O7", "method": "ωB97M-V/def2-TZVPD", "elements": ["O", "O", "O", "O", "O", "O", "O", "H", "H", "H", "H", "H", "H", "H", "H", "H", "H", "H", "H", "H", "H"], "positions_angstrom": [[2.1686, 1.1914, -0.8807], [3.3707, -0.3715, 1.0523], [1.3634, -1.4802, -0.6451], [-0.0700, 2.5301, 0.1128], [-1.0177, -2.6695, 0.0530], [-3.0664, -0.9325, 0.0818], [-2.6380, 1.7534, 0.1357], [0.3973, 3.5572, -0.0435], [-3.9322, -0.9668, -0.4645], [2.8312, -0.9825, 0.5645], [-1.6944, -1.9530, -0.2238], [-2.7637, 0.0252, 0.1699], [0.4504, -1.7817, -0.4232], [-1.2357, -3.0313, 0.9566], [0.6315, 2.0267, -0.3006], [2.7831, 0.8788, -0.2078], [-2.9292, 2.0288, 1.0190], [1.6778, 0.3637, -1.1562], [2.8305, -0.0625, 1.7971], [-1.6888, 2.0455, 0.0973], [1.7577, -2.3176, -1.0629]], "nbo_charge": [-1.006, -0.961, -1.015, -0.989, -1.021, -1.015, -0.981, 0.487, 0.490, 0.497, 0.524, 0.518, 0.520, 0.491, 0.509, 0.498, 0.474, 0.501, 0.476, 0.517, 0.487], "homo_lumo_gap_ev": 11.6, "homo_ev": -11.10, "smiles": "O.O.O.O.O.O.O"}

{"formula": "C21H51N4", "method": "ωB97M-V/def2-TZVPD", "elements": ["N", "N", "N", "N", "C", "C", "C", "C", "C", "C", "C", "C", "C", "C", "C", "C", "C", "C", "C", "C", "C", "C", "C", "C", "C", "H", "H", "H", "H", "H", "H", "H", "H", "H", "H", "H", "H", "H", "H", "H", "H", "H", "H", "H", "H", "H", "H", "H", "H", "H", "H", "H", "H", "H", "H", "H", "H", "H", "H", "H", "H", "H", "H", "H", "H", "H", "H", "H", "H", "H", "H", "H", "H", "H", "H", "H"], "positions_angstrom": [[-0.9763, 0.6903, 1.3652], [0.5548, -5.5818, 0.1057], [-3.6485, 1.6982, 0.7821], [3.3234, 4.1069, 1.1263], [-2.2534, 4.2447, -0.9579], [5.4544, 4.7787, 0.0476], [4.6495, 3.6740, 0.7122], [2.6631, 3.1876, 2.0322], [-1.8406, -0.0465, 0.4634], [-3.3122, 0.2228, 0.7604], [2.3168, 1.7887, 1.5078], [-2.9930, 2.7070, -2.8951], [1.8436, -5.1980, -0.4498], [-2.6868, 2.8225, -1.3821], [-2.7162, 2.4597, 1.7003], [0.4391, -6.9614, 0.5636], [2.2205, -5.7347, -1.8342], [-3.8966, 2.3171, -0.5857], [-1.5580, -1.5322, 0.5567], [2.1782, 3.8420, -1.1503], [-0.5755, -5.0718, -0.6457], [-1.8895, -5.1966, 0.1103], [-1.2452, 2.1041, 1.4833], [0.1658, -8.0397, -0.4907], [2.4891, 4.6920, 0.0900], [-2.3957, 1.9259, -3.3642], [-2.2055, -6.2339, 0.2195], [1.7784, 4.4762, -1.9440], [6.4711, 4.4319, -0.1373], [-0.8865, 0.2318, 2.2641], [-0.3666, -4.0132, -0.8325], [2.4646, -6.7955, -1.8102], [-2.8923, 3.5211, 1.5249], [-3.5414, -0.1563, 1.7600], [-1.2337, 4.2657, -0.5702], [1.9941, 1.1505, 2.3341], [2.6097, -5.4936, 0.2714], [-3.9898, -0.2381, 0.0419], [1.3636, -7.1937, 1.0968], [1.0426, -8.2638, -1.0954], [2.9636, 5.6176, -0.2404], [-0.7001, 2.4963, 2.3428], [-0.5198, -1.7296, 0.2955], [-2.2026, -2.1067, -0.1089], [1.4166, -5.5898, -2.5576], [-4.4291, 1.5433, -1.1364], [-0.3541, -7.0008, 1.3137], [-1.8557, 2.1495, -1.1742], [1.4485, 3.0563, -0.9484], [-4.5915, 3.1393, -0.4028], [-0.8501, 2.6320, 0.6123], [5.0334, 5.0754, -0.9139], [-4.5600, 1.7449, 1.2354], [1.5061, 1.8086, 0.7809], [1.5536, 4.9947, 0.5715], [3.0772, 3.3620, -1.5393], [-2.9030, 4.6757, -0.1921], [-2.7756, 3.6392, -3.4121], [-0.1432, -8.9640, -0.0004], [1.8609, -4.1033, -0.4844], [-0.6934, -5.5338, -1.6388], [-0.6388, -7.7454, -1.1671], [5.5007, 5.6600, 0.6882], [-3.0329, 2.2167, 2.7151], [-2.2814, 4.9261, -1.8064], [4.6276, 2.7971, 0.0457], [-4.0413, 2.4733, -3.0926], [-1.7213, -1.8915, 1.5769], [-1.6142, 0.2930, -0.5537], [-1.8034, -4.7610, 1.1077], [-2.6824, -4.6790, -0.4342], [1.7468, 3.6813, 2.3760], [3.1745, 1.3046, 1.0398], [3.2999, 3.0808, 2.9149], [3.0980, -5.2039, -2.2070], [5.1677, 3.3525, 1.6197]], "lowdin_charge": [-0.007, -0.203, -0.069, -0.200, -0.045, -0.086, -0.270, -0.250, -0.388, -0.057, -0.089, -0.036, -0.251, -0.368, -0.064, -0.242, -0.082, -0.077, -0.037, -0.081, -0.283, -0.096, -0.185, -0.078, -0.245, 0.086, 0.068, 0.072, 0.076, 0.130, 0.098, 0.058, 0.121, 0.147, 0.068, 0.069, 0.112, 0.140, 0.115, 0.057, 0.104, 0.134, 0.092, 0.083, 0.067, 0.126, 0.102, 0.098, 0.041, 0.145, 0.089, 0.065, 0.177, 0.030, 0.106, 0.070, 0.074, 0.078, 0.075, 0.104, 0.106, 0.066, 0.083, 0.140, 0.082, 0.104, 0.080, 0.095, 0.141, 0.074, 0.067, 0.101, 0.072, 0.114, 0.072, 0.119], "homo_lumo_gap_ev": 7.0, "homo_ev": -9.87, "charge": 1}

Copy entry 2 word for word.
{"formula": "H2NO4P", "method": "ωB97M-V/def2-TZVPD", "elements": ["P", "O", "O", "O", "O", "N", "H", "H"], "positions_angstrom": [[-0.1356, -0.3828, -0.0451], [2.2194, 0.2337, -0.3401], [-0.3257, 0.2782, -1.4408], [-1.0494, -1.5486, 0.0915], [-0.2373, 0.9339, 1.0167], [1.4556, -0.1852, 0.4689], [-0.7523, 0.8704, 1.8914], [-1.1747, -0.1996, -1.6425]], "nbo_charge": [2.309, -0.229, -0.950, -1.037, -0.987, -0.158, 0.531, 0.521], "homo_lumo_gap_ev": [8.8, 8.8], "homo_ev": [-9.68, -9.68], "smiles": "O=NP(=O)(O)O"}